(1)
The following is a quantum chemistry calculation of a 6-piece molecular cluster, C47H100F6N6O4S2 overall, from the OMol25 dataset.

The value obtained for the energy relative to the best compared isomer or geometry (same formula, charge and spin) is 11.5 kcal/mol. The calculation puts the HOMO energy at -16.724 eV. The value obtained for the HOMO-LUMO gap is 0.332 Eh. The total energy comes out at -105429.0357 eV. The calculation puts the LUMO energy at -7.68 eV.

Structure (ORCA input):
```
! wB97M-V def2-TZVPD RIJCOSX def2/J DEFGRID3
* xyz 4 1
C 0.80 -0.03 0.76
F 0.82 -1.36 0.45
F 1.92 0.35 1.34
F 0.70 0.67 -0.37
S -0.58 0.37 2.01
O -1.84 0.20 1.27
O -0.41 -0.65 3.08
N 0.06 1.94 2.45
S -0.48 2.21 3.87
O -1.86 2.06 4.00
O 0.40 1.56 4.84
C 0.02 4.08 4.03
F -0.72 4.65 3.12
F -0.27 4.55 5.19
F 1.29 4.25 3.83
C 1.75 -2.25 -3.53
C 2.98 -2.68 -2.76
C 3.87 -1.46 -2.40
N 5.27 -1.81 -1.86
C 5.27 -2.93 -0.73
C 4.82 -2.35 0.62
C 5.47 -1.04 0.94
C 5.29 0.01 -0.16
C 5.92 -0.47 -1.41
C 6.19 -2.27 -2.95
H 0.83 -2.06 -2.99
H 1.50 -3.07 -4.21
H 2.03 -1.42 -4.18
H 3.58 -3.33 -3.39
H 2.58 -3.19 -1.89
H 3.41 -1.10 -1.48
H 3.86 -0.81 -3.27
H 4.69 -3.79 -1.06
H 6.32 -3.22 -0.62
H 3.77 -2.06 0.55
H 4.94 -3.13 1.36
H 5.04 -0.63 1.85
H 6.53 -1.12 1.17
H 4.28 0.35 -0.39
H 5.76 0.97 0.08
H 5.84 0.22 -2.25
H 6.98 -0.63 -1.25
H 5.69 -3.11 -3.42
H 7.17 -2.57 -2.58
H 6.11 -1.46 -3.68
C -0.92 -3.25 -7.22
C -0.86 -2.21 -6.07
C -2.31 -1.69 -5.73
N -2.59 -0.52 -4.66
C -2.03 -0.98 -3.33
C -1.87 0.13 -2.23
C -1.27 1.47 -2.71
C -1.94 1.89 -4.03
C -1.88 0.78 -5.10
C -4.11 -0.28 -4.43
H 0.09 -3.43 -7.61
H -1.51 -2.88 -8.05
H -1.30 -4.19 -6.84
H -0.12 -1.41 -6.17
H -0.46 -2.64 -5.15
H -3.12 -2.39 -5.54
H -2.73 -1.09 -6.54
H -1.02 -1.26 -3.63
H -2.47 -1.90 -2.96
H -1.24 -0.07 -1.36
H -2.81 0.16 -1.68
H -0.22 1.32 -2.92
H -1.31 2.29 -1.99
H -1.36 2.66 -4.52
H -2.88 2.40 -3.83
H -0.85 0.47 -5.27
H -2.33 1.02 -6.06
H -4.17 0.34 -3.54
H -4.54 -1.25 -4.18
H -4.54 0.17 -5.32
C 4.29 3.46 1.59
C 3.59 4.02 0.35
C 2.12 4.58 0.71
N 1.34 5.15 -0.52
C 0.04 5.82 0.01
C 0.19 7.23 0.61
C 1.04 8.16 -0.29
C 2.35 7.55 -0.76
C 2.11 6.21 -1.40
C 0.82 4.04 -1.47
H 5.27 3.02 1.40
H 3.63 2.70 2.01
H 4.57 4.17 2.36
H 3.58 3.32 -0.48
H 4.21 4.79 -0.13
H 2.35 5.47 1.30
H 1.44 3.92 1.24
H -0.45 5.17 0.73
H -0.63 5.95 -0.83
H 0.66 7.06 1.58
H -0.83 7.61 0.73
H 1.30 9.07 0.26
H 0.34 8.47 -1.07
H 2.90 7.42 0.18
H 2.94 8.29 -1.29
H 3.04 5.76 -1.75
H 1.45 6.40 -2.24
H 0.14 4.46 -2.21
H 0.43 3.29 -0.79
H 1.73 3.75 -2.00
C -5.41 1.83 3.58
C -4.78 0.95 2.55
C -5.80 -0.19 2.25
N -5.36 -1.07 1.08
C -5.00 -0.28 -0.28
C -6.22 0.43 -0.83
C -7.39 -0.50 -1.16
C -7.71 -1.36 0.05
C -6.51 -2.01 0.73
C -4.20 -2.05 1.48
H -5.52 1.36 4.55
H -6.39 2.16 3.22
H -4.80 2.73 3.57
H -3.86 0.49 2.90
H -4.59 1.40 1.58
H -6.79 0.18 1.98
H -5.94 -0.81 3.14
H -4.16 0.37 -0.06
H -4.72 -1.09 -0.96
H -6.51 1.08 -0.01
H -5.90 1.06 -1.67
H -8.30 -0.03 -1.53
H -7.10 -1.20 -1.95
H -8.40 -0.82 0.69
H -8.26 -2.22 -0.35
H -6.90 -2.50 1.62
H -6.07 -2.76 0.06
H -3.72 -2.46 0.58
H -4.54 -2.79 2.20
H -3.45 -1.46 2.00
C -0.27 -4.53 0.85
C 0.22 -4.98 2.28
C 0.28 -3.64 3.09
N 0.89 -3.85 4.52
C 1.09 -2.47 5.26
C 2.26 -1.66 4.81
C 3.58 -2.37 4.74
C 3.47 -3.70 3.98
C 2.34 -4.50 4.58
C -0.02 -4.76 5.42
H 0.44 -3.81 0.44
H -1.30 -4.19 0.91
H -0.32 -5.27 0.05
H 1.20 -5.47 2.28
H -0.54 -5.65 2.66
H -0.72 -3.22 3.16
H 0.83 -2.83 2.62
H 0.15 -1.94 5.34
H 1.36 -2.61 6.31
H 1.88 -1.34 3.84
H 2.37 -0.69 5.31
H 4.28 -1.74 4.19
H 4.03 -2.47 5.73
H 3.38 -3.57 2.90
H 4.38 -4.26 4.17
H 2.28 -5.48 4.08
H 2.55 -4.85 5.59
H 0.14 -5.79 5.12
H -1.04 -4.52 5.14
H 0.19 -4.77 6.49
*
```

Here are the Mulliken charges for atoms 1 to 2, given in e: number 1, C, carries -0.32; number 2, F, carries -0.04

---

(2)
The following is a quantum chemistry calculation of one molecule with the formula C5H9FSi, from the OMol25 dataset.

The value obtained for the energy relative to the best compared isomer or geometry (same formula, charge and spin) is 5.2 kcal/mol. The calculation puts the HOMO energy at -10.102 eV. The structure (SMILES) is C=C[Si](C)(F)C=C. The value obtained for the HOMO-LUMO gap is 0.402 Eh. The total energy comes out at -15925.9244 eV. The calculation puts the LUMO energy at 0.84 eV.

Structure (ORCA input):
```
! wB97M-V def2-TZVPD RIJCOSX def2/J DEFGRID3
* xyz 0 1
C 2.26 -1.00 -0.49
C 0.13 2.52 -0.06
C 1.39 -0.74 0.45
C -0.75 1.50 -0.08
C -1.79 -1.46 -0.33
F -0.61 -0.41 2.15
Si -0.43 -0.23 0.51
H 3.22 -1.40 -0.26
H 2.07 -0.89 -1.55
H -0.23 3.44 -0.44
H 1.08 2.32 0.30
H 1.70 -0.66 1.59
H -1.73 1.85 -0.26
H -1.96 -2.34 0.30
H -2.64 -0.68 -0.46
H -1.72 -1.80 -1.36
*
```

Here are the Mulliken charges for atoms 1 to 2, given in e: number 1, C, carries -0.46; number 2, C, carries -0.67

---

(3)
The following is a quantum chemistry calculation of a 7-piece molecular cluster, C24H40F18N3O14S2 overall, from the OMol25 dataset.

The value obtained for the energy relative to the best compared isomer or geometry (same formula, charge and spin) is 167.1 kcal/mol. The calculation puts the HOMO energy at -0.138 eV. The value obtained for the HOMO-LUMO gap is 0.033 Eh. The total energy comes out at -129240.6380 eV. The calculation puts the LUMO energy at 0.76 eV.

Structure (ORCA input):
```
! wB97M-V def2-TZVPD RIJCOSX def2/J DEFGRID3
* xyz -3 1
C -11.32 9.63 -8.22
F -11.67 10.81 -8.78
F -11.86 8.60 -8.86
F -10.01 9.49 -8.29
S -11.90 9.39 -6.44
O -12.89 10.38 -6.20
O -12.39 8.05 -6.31
N -10.52 9.94 -5.62
S -10.10 8.56 -4.85
O -11.11 8.08 -3.91
O -9.42 7.60 -5.73
C -8.74 9.32 -3.74
F -9.24 10.38 -2.98
F -8.48 8.38 -2.89
F -7.69 9.56 -4.52
C -11.35 15.65 -3.91
C -9.91 15.41 -4.24
O -9.01 15.96 -3.57
N -9.54 14.53 -5.47
H -9.96 13.61 -5.34
H -10.05 14.95 -6.23
C -8.10 14.75 -5.72
H -11.55 16.43 -4.64
H -11.55 16.02 -2.91
H -11.91 14.73 -4.09
H -7.58 14.28 -4.89
H -7.91 15.81 -5.89
H -7.79 14.10 -6.54
C -19.63 10.40 -4.60
C -18.55 9.83 -3.67
O -17.87 8.85 -4.07
N -18.24 10.69 -2.52
H -18.33 11.61 -2.92
H -19.00 10.60 -1.86
C -16.87 10.50 -1.84
H -19.10 11.05 -5.30
H -20.43 10.92 -4.08
H -20.05 9.53 -5.10
H -16.14 9.99 -2.46
H -17.17 9.97 -0.93
H -16.50 11.45 -1.47
C -9.43 -1.48 -6.25
O -10.60 -0.64 -6.31
O -9.68 -2.40 -5.15
C -9.10 -2.08 -7.67
F -10.22 -2.80 -8.00
F -8.84 -1.14 -8.51
F -8.08 -2.96 -7.74
C -10.50 0.76 -6.74
C -12.03 1.05 -7.01
H -12.22 2.01 -7.49
H -12.57 0.25 -7.50
H -12.58 1.25 -6.09
H -9.83 0.94 -7.58
H -10.16 1.33 -5.88
H -8.65 -0.78 -5.95
C -18.27 3.52 -10.99
O -18.45 4.87 -11.41
O -19.60 3.00 -10.80
C -17.42 2.87 -12.09
F -17.28 1.56 -11.79
F -17.83 3.01 -13.40
F -16.24 3.50 -11.97
C -17.46 5.84 -11.13
C -18.05 7.20 -11.47
H -17.34 8.02 -11.39
H -18.41 7.16 -12.50
H -18.89 7.48 -10.83
H -16.59 5.65 -11.75
H -17.20 5.74 -10.07
H -17.76 3.46 -10.03
C -9.04 11.69 3.99
O -7.92 10.90 3.45
O -8.53 12.95 4.23
C -10.32 11.55 3.17
F -10.29 12.30 2.02
F -10.65 10.37 2.81
F -11.38 12.08 3.80
C -8.00 9.50 3.57
C -6.67 8.90 3.45
H -5.94 9.04 4.25
H -6.72 7.82 3.31
H -6.07 9.26 2.61
H -8.52 9.24 2.65
H -8.55 9.19 4.46
H -9.27 11.35 5.00
C -4.64 1.75 -1.58
O -3.53 2.55 -1.21
O -4.20 0.48 -1.95
C -5.70 1.68 -0.44
F -6.43 2.78 -0.29
F -6.69 0.84 -0.52
F -5.12 1.47 0.70
C -3.66 3.90 -0.85
C -3.20 4.66 -2.15
H -2.17 4.49 -2.46
H -3.81 4.32 -2.99
H -3.40 5.73 -2.11
H -2.99 4.03 0.00
H -4.63 4.32 -0.60
H -5.06 2.26 -2.45
*
```

Here are the Mulliken charges for atoms 1 to 2, given in e: number 1, C, carries 0.66; number 2, F, carries -0.24

---

(4)
The following is a quantum chemistry calculation of an isolated ion of composition C11H16N3S and charge +1, from the OMol25 dataset.

The value obtained for the energy relative to the best compared isomer or geometry (same formula, charge and spin) is 62.3 kcal/mol. The calculation puts the HOMO energy at -10.883 eV. The structure (SMILES) is CN(C)CSN[C@H](C#[NH+])c1ccccc1. The value obtained for the HOMO-LUMO gap is 0.246 Eh. The total energy comes out at -26960.6091 eV. The calculation puts the LUMO energy at -4.18 eV.

Structure (ORCA input):
```
! wB97M-V def2-TZVPD RIJCOSX def2/J DEFGRID3
* xyz 1 1
C -0.31 -2.87 3.76
C 0.14 -2.90 2.50
C -0.66 -1.71 4.39
C 0.12 -1.72 1.77
C -0.49 -0.48 3.69
C -0.11 -0.51 2.40
C 1.60 0.68 1.58
C 0.17 0.84 1.58
C -0.94 2.22 -4.25
C -0.55 -0.09 -3.55
C 0.74 1.69 -2.60
N -0.35 0.80 0.24
N 2.68 0.27 1.41
N -0.05 1.25 -3.62
S -0.14 2.14 -0.72
H -0.14 -3.66 4.42
H 0.21 -3.88 2.06
H -1.08 -1.82 5.44
H 0.45 -1.58 0.73
H -0.63 0.37 4.26
H -0.29 1.77 2.24
H -1.55 2.64 -3.37
H -0.24 3.03 -4.43
H -1.63 1.90 -5.10
H -1.64 -0.08 -3.81
H -0.26 -0.93 -4.21
H -0.52 -0.46 -2.56
H 1.26 2.67 -2.71
H 1.43 0.90 -2.34
H 3.38 -0.41 1.09
H -0.59 -0.07 -0.24
*
```

Here are the Mulliken charges for atoms 1 to 2, given in e: number 1, C, carries -0.37; number 2, C, carries -0.79

---

(5)
The following is a quantum chemistry calculation of a 2-piece molecular cluster, C5H4F3N3O overall, from the OMol25 dataset.

The calculation puts the HOMO energy (spin up / spin down) at -7.498 / -9.848 eV. The value obtained for the HOMO-LUMO gap (spin up / spin down) is 0.281 / 0.282 Eh. The total energy comes out at -19914.2196 eV. The expectation value of S² is 2.01. The calculation puts the LUMO energy (spin up / spin down) at 0.14 / -2.18 eV.

Structure (ORCA input):
```
! wB97M-V def2-TZVPD RIJCOSX def2/J DEFGRID3
* xyz 0 3
C -2.93 0.51 0.29
C -2.56 0.00 -1.02
C -1.82 0.26 1.11
C 1.78 0.49 -0.39
C 3.18 0.01 -0.08
N -1.40 -0.62 -0.90
N -0.94 -0.47 0.35
N 0.29 -0.80 0.70
O 1.54 1.39 -1.11
F 3.83 0.80 0.78
F 3.92 -0.06 -1.19
F 3.19 -1.25 0.44
H -3.90 0.77 0.70
H -3.18 -0.15 -1.97
H -1.71 0.68 2.12
H 0.71 -1.57 0.17
*
```

Here are the Mulliken charges for atoms 1 to 2, given in e: number 1, C, carries -0.47; number 2, C, carries -0.12

---

(6)
The following is a quantum chemistry calculation of one molecule with the formula C6H7N, from the OMol25 dataset.

The value obtained for the energy relative to the best compared isomer or geometry (same formula, charge and spin) is 124.5 kcal/mol. The calculation puts the HOMO energy at -8.206 eV. The structure (SMILES) is C[C@@]12[C@@H]3[C@H]4[C@@H]3N1[C@H]42. The value obtained for the HOMO-LUMO gap is 0.344 Eh. The total energy comes out at -7820.2500 eV. The calculation puts the LUMO energy at 1.16 eV.

Structure (ORCA input):
```
! wB97M-V def2-TZVPD RIJCOSX def2/J DEFGRID3
* xyz 0 1
C 1.93 0.20 -0.12
C 0.52 -0.27 0.07
C -0.60 -0.37 -0.97
C -1.46 0.52 -0.08
C -1.45 -0.97 0.10
N -0.33 -0.95 1.13
C -0.34 0.53 0.96
H 1.80 1.26 -0.37
H 2.50 -0.25 -0.94
H 2.51 0.15 0.80
H -0.62 -0.56 -2.04
H -2.21 1.25 -0.37
H -2.28 -1.68 0.06
H 0.01 1.20 1.74
*
```

Here are the Mulliken charges for atoms 1 to 2, given in e: number 1, C, carries -1.27; number 2, C, carries 0.71

---

(7)
The following is a quantum chemistry calculation of C24H24BF2MgN4S as an isolated structure, from the OMol25 dataset.

The calculation puts the HOMO energy at -11.084 eV. The value obtained for the HOMO-LUMO gap is 0.266 Eh. The total energy comes out at -53630.3116 eV. The calculation puts the LUMO energy at -3.85 eV.

Structure (ORCA input):
```
! wB97M-V def2-TZVPD RIJCOSX def2/J DEFGRID3
* xyz 1 1
Mg 0.13 -0.89 -0.05
C 0.06 2.07 1.55
C 1.14 1.11 1.11
C 1.66 0.18 2.03
C 1.03 0.02 3.39
C 2.79 -0.58 1.69
C 3.42 -1.47 2.73
C 3.31 -0.52 0.40
C 4.42 -1.45 -0.01
C 2.80 0.41 -0.52
C 3.49 0.55 -1.86
C 1.72 1.24 -0.17
C 1.21 2.32 -1.09
H -0.95 1.71 1.36
H 0.16 3.03 1.06
H 0.12 2.26 2.62
H 1.51 0.66 4.13
H 1.11 -1.01 3.74
H -0.03 0.28 3.38
H 2.89 -2.42 2.82
H 3.39 -1.00 3.71
H 4.45 -1.69 2.50
H 5.40 -1.04 0.24
H 4.40 -1.64 -1.08
H 4.32 -2.41 0.49
H 3.21 -0.25 -2.55
H 4.57 0.49 -1.74
H 3.28 1.50 -2.34
H 1.65 3.29 -0.83
H 0.13 2.43 -1.03
H 1.45 2.13 -2.13
S -6.82 1.14 -2.21
N -5.43 1.16 -3.03
C -4.50 0.71 -2.21
C -3.10 0.54 -2.54
C -2.57 0.81 -3.80
C -1.22 0.59 -4.02
C -0.44 0.12 -2.97
N -0.93 -0.13 -1.76
C -2.24 0.07 -1.54
C -2.76 -0.27 -0.21
N -1.87 -0.73 0.69
C -2.30 -1.12 1.88
C -3.63 -1.03 2.27
C -4.55 -0.53 1.37
C -4.11 -0.14 0.10
C -4.99 0.37 -0.93
N -6.29 0.57 -0.80
H -3.22 1.17 -4.59
H -0.77 0.77 -4.98
H 0.62 -0.06 -3.10
H -1.55 -1.52 2.56
H -3.93 -1.35 3.25
H -5.60 -0.44 1.62
F 2.01 -3.55 -0.42
B 1.08 -2.93 0.32
F 0.88 -3.56 1.49
*
```

Here are the Mulliken charges for atoms 1 to 2, given in e: number 1, Mg, carries 0.26; number 2, C, carries -2.16